Entry 1:
{"formula": "CH3ClFOP", "method": "the ωB97M-V functional and the def2-TZVPD basis", "homo_lumo_gap_ev": 9.02, "de_lowest_ev": 2.556, "elements": ["C", "O", "F", "P", "Cl", "H", "H", "H"], "coordinates": [[-0.09793, 0.66530, -0.79021], [0.21457, 0.77245, 0.62141], [1.50407, -1.28940, 0.91175], [0.42206, -0.30091, 1.68901], [-1.64189, -1.95037, 1.10961], [0.22653, 1.50866, -1.33289], [-1.11381, 0.77555, -0.92238], [0.48641, -0.18128, -1.28629]], "forces_ev_per_a": [[2.79, -1.34, -0.62], [-0.39, 0.97, -0.99], [-1.35, 1.18, 1.11], [-0.23, -3.54, -1.16], [1.92, 1.64, 0.52], [1.15, 1.47, 0.10], [-2.41, -1.05, 0.03], [-1.48, 0.67, 1.01]], "nbo_charge": [-0.252, -0.843, -0.593, 1.651, -0.596, 0.199, 0.215, 0.219]}

***

Entry 2:
{"formula": "CH3ClN2O2", "method": "the ωB97M-V functional and the def2-TZVPD basis", "homo_lumo_gap_ev": [9.16, 8.18], "de_lowest_ev": 4.178, "elements": ["C", "N", "N", "O", "O", "Cl", "H", "H", "H"], "coordinates": [[-1.12142, 0.32976, -0.17962], [-0.00791, 0.92278, -0.59573], [1.67348, -1.05601, 0.13303], [0.96221, -1.89955, 0.61168], [2.70689, -1.01384, -0.46844], [0.19616, 2.35253, 0.29999], [-1.62539, -0.30520, -0.87557], [-0.92789, -0.31665, 0.76743], [-1.85612, 0.98617, 0.30723]], "forces_ev_per_a": [[-3.56, -2.10, 3.95], [2.92, 1.97, -1.18], [0.12, 0.04, -0.06], [1.18, 0.55, -0.71], [-1.19, -0.61, 0.76], [0.50, 0.01, -0.14], [0.07, -0.48, -0.79], [0.12, 0.39, -1.28], [-0.17, 0.23, -0.54]], "nbo_charge": [-0.520, -0.280, 0.537, -0.285, -0.251, 0.120, 0.225, 0.241, 0.212]}

***

Entry 3:
{"formula": "CH3ClN2O2", "method": "the ωB97M-V functional and the def2-TZVPD basis", "smiles": "CO/[N+]([O-])=N/Cl", "homo_lumo_gap_ev": 9.59, "de_lowest_ev": 5.070, "elements": ["C", "O", "N", "O", "N", "Cl", "H", "H", "H"], "coordinates": [[-1.23869, 0.64971, 0.29410], [-0.17709, 0.83178, -0.86784], [0.99080, -0.14876, -0.48033], [2.09765, 0.30927, -0.36008], [0.88268, -1.35447, -0.30146], [2.19491, -2.43577, -0.17869], [-1.69948, 1.73476, 0.47033], [-2.21822, 0.01150, 0.20610], [-0.83257, 0.40197, 1.21786]], "forces_ev_per_a": [[-2.83, 2.96, -1.90], [-0.54, -3.42, 3.65], [3.32, 0.45, 0.28], [0.41, 3.45, -0.77], [-5.56, -2.83, -0.72], [-0.05, 1.46, 0.08], [1.35, -2.09, -0.80], [2.38, 0.62, -1.04], [1.53, -0.60, 1.22]], "nbo_charge": [-0.294, -0.331, 0.504, -0.395, -0.296, 0.190, 0.209, 0.215, 0.198]}